1.
The following is a DFT calculation (ωB97M-V/def2-TZVPD) of C28H32BNO4 as an isolated structure.

Calculated values
**ΔE to the lowest compared entry with this formula, charge and spin**: 1.117 eV
**LUMO level**: -1.635 eV
**Energy**: -1466.47655 Eh
**Net charge**: 0
**Orbital gap**: 3.877 eV

CARTESIAN COORDINATES (ANGSTROEM)
1 C 7.9522 -1.0176 -0.9883
2 C 6.9106 -0.0128 -1.1790
3 C 6.9222 1.3482 -0.9856
4 C 5.5892 1.7853 -1.1530
5 C 4.8175 0.6643 -1.4785
6 B 3.1970 0.2912 -1.2899
7 O 3.6442 -0.3037 -0.0026
8 C 2.4906 -0.5116 0.7311
9 C 1.3604 -0.0342 -0.1884
10 C 0.0803 -0.2345 0.5081
11 C 1.4000 -0.8259 -1.5983
12 O 2.6414 -0.6481 -2.2153
13 C 1.5405 1.5138 -0.4528
14 O 2.6705 1.6620 -1.2597
15 O 5.6411 -0.4273 -1.4802
16 H 8.9045 -0.4796 -0.9256
17 H 7.8009 -1.5520 -0.0383
18 H 7.9974 -1.7332 -1.8176
19 H 7.8037 1.9327 -0.7132
20 H 5.2187 2.8012 -1.0784
21 H 2.3841 -1.5760 0.9969
22 H 2.4862 0.0690 1.6675
23 H -0.3289 0.5246 -1.1694
24 H 0.1529 -1.2114 1.0032
25 H -0.0571 0.5361 1.2718
26 H 1.2098 -1.9004 -1.4330
27 H 0.6792 -0.4567 -2.3509
28 H 0.6932 1.9964 -0.9714
29 H 1.6792 2.0282 0.5205
30 C -2.3010 -3.3440 -1.0478
31 C -2.3588 -2.4611 0.1477
32 N -2.8537 -2.9142 1.3451
33 C -3.1962 -4.2948 1.6199
34 C -2.8417 -1.8904 2.2956
35 C -2.3440 -0.7311 1.6560
36 C -2.1387 0.4405 2.3979
37 C -2.3800 0.4017 3.7765
38 C -2.7990 -0.7784 4.4088
39 C -3.0310 -1.9526 3.6736
40 C -2.0064 -1.1171 0.3010
41 C -0.9746 -0.2003 -0.5876
42 C -2.0349 1.0185 -0.9385
43 C -3.3305 1.1096 -0.4442
44 C -4.0529 2.3014 -0.5531
45 C -3.5539 3.3719 -1.2953
46 C -4.2846 4.6775 -1.2836
47 C -2.3794 3.1795 -2.0297
48 C -1.6480 2.0077 -1.8677
49 H -2.0985 -2.7441 -1.9467
50 H -1.5172 -4.1164 -0.9596
51 H -3.2649 -3.8600 -1.1918
52 H -3.3780 -4.3787 2.6934
53 H -4.1023 -4.6013 1.0768
54 H -2.3656 -4.9604 1.3423
55 H -1.8026 1.3650 1.9212
56 H -2.2357 1.3042 4.3769
57 H -2.9319 -0.7968 5.4904
58 H -3.3288 -2.8858 4.1394
59 H -0.8699 -0.9163 -1.4233
60 H -3.8435 0.2782 0.0458
61 H -5.0142 2.3920 -0.0495
62 H -3.9005 5.3431 -2.0619
63 H -5.3553 4.5095 -1.4490
64 H -4.1881 5.1854 -0.3134
65 H -2.0249 3.9555 -2.7162
66 H -0.7505 1.8742 -2.4791

---

2.
The following is a DFT calculation (ωB97M-V/def2-TZVPD) of C28H32BiCl2I2N6O4SSeSi as an isolated structure.

Calculated values
**ΔE to the lowest compared entry with this formula, charge and spin**: 1.029 eV
**LUMO level**: 1.895 eV
**Energy**: -6535.27535 Eh
**Net charge**: -1
**Orbital gap**: 4.948 eV

CARTESIAN COORDINATES (ANGSTROEM)
1 Bi -0.2828 -0.1712 0.5879
2 I -2.2967 -7.5582 2.0064
3 C -1.2515 -5.8229 1.4823
4 C -0.9018 -5.5995 0.1603
5 C -0.2370 -4.4329 -0.1764
6 I 0.2694 -4.0670 -2.1663
7 C 0.0976 -3.4422 0.7745
8 O 0.6920 -2.3386 0.4515
9 C -0.2811 -3.7140 2.1168
10 C -0.0462 -2.6443 3.1466
11 N -0.9137 -1.4909 2.9045
12 C -2.3317 -1.7598 2.9067
13 C -2.8353 -2.1914 1.5465
14 C -3.8929 -3.0793 1.4404
15 C -4.3764 -3.4148 0.1882
16 C -3.7941 -2.8415 -0.9261
17 C -2.7359 -1.9677 -0.7490
18 N -2.2618 -1.6602 0.4627
19 C -0.9375 -4.8849 2.4545
20 H -1.1471 -6.3223 -0.6059
21 H -0.2151 -3.0693 4.1464
22 H 0.9846 -2.2884 3.0904
23 H -0.6877 -0.6876 3.4778
24 H -2.6205 -2.5261 3.6397
25 H -2.8454 -0.8342 3.1781
26 H -4.3095 -3.5177 2.3383
27 H -5.1915 -4.1204 0.0869
28 H -4.1359 -3.0687 -1.9259
29 H -2.2180 -1.4907 -1.5739
30 H -1.2231 -5.0546 3.4867
31 Cl 3.3013 -0.6080 1.7800
32 C 3.3669 0.5340 3.1266
33 Cl 1.7766 0.7471 3.8756
34 H 3.6748 1.4967 2.7348
35 H 4.0522 0.1494 3.8715
36 O 0.7533 1.6430 -2.8709
37 S 0.6144 0.0238 -2.5018
38 N -0.5399 -0.2402 -1.5264
39 O -1.2928 1.4796 3.1640
40 C -2.0016 1.8838 2.2475
41 C -2.8932 3.1135 2.3278
42 C -3.5949 3.1404 0.9755
43 C -3.0491 1.9146 0.2442
44 O -3.4094 1.5480 -0.8501
45 N -2.0954 1.2918 1.0269
46 H -2.2526 3.9777 2.5059
47 H -3.5636 3.0177 3.1819
48 H -3.3539 4.0196 0.3778
49 H -4.6803 3.0658 1.0306
50 C 5.1969 -0.1774 -1.9514
51 Si 3.6649 0.7170 -2.5695
52 C 3.7838 2.5186 -2.1163
53 C 3.5096 0.4867 -4.4183
54 C 2.2095 -0.0880 -1.6619
55 H 6.1049 0.2503 -2.3850
56 H 5.1696 -1.2405 -2.2025
57 H 5.2721 -0.0911 -0.8639
58 H 4.7186 2.9551 -2.4797
59 H 3.7562 2.6480 -1.0296
60 H 2.9598 3.0965 -2.5387
61 H 4.3985 0.8687 -4.9274
62 H 2.6399 1.0319 -4.7911
63 H 3.3956 -0.5674 -4.6828
64 H 2.1342 0.4546 -0.7115
65 H 2.3548 -1.1530 -1.4486
66 Se 1.6641 3.2648 1.3354
67 N 0.7182 2.3441 0.0736
68 C 0.5779 3.1210 -0.9492
69 C -0.1271 2.6216 -2.1938
70 C -0.4141 3.7205 -3.1448
71 C 0.1605 4.9422 -2.9989
72 C 0.9953 5.3519 -1.9231
73 C 1.1797 4.4720 -0.8561
74 N 1.8429 4.7034 0.2779
75 H -1.0218 2.0694 -1.8998
76 H -1.0691 3.5010 -3.9772
77 H -0.0599 5.6882 -3.7585
78 H 1.3981 6.3533 -1.8791

---

3.
The following is a DFT calculation (ωB97M-V/def2-TZVPD) of a single C28H32IN3O5 molecule.

Calculated values
**LUMO level**: -1.569 eV
**Energy**: -1923.80087 Eh
**Net charge**: 0
**Structure (SMILES)**: CCc1cc2c(c(CC(C)C)c1OC#N)C(=O)c1c(C[C@H](O)CN)cc(I)c(CC(=O)N(C)C)c1C2=O
**Orbital gap**: 7.354 eV

CARTESIAN COORDINATES (ANGSTROEM)
1 C 0.9817 4.6051 4.0251
2 C 1.1496 3.0948 4.6301
3 C 1.0208 2.0534 3.3993
4 C -0.3910 1.6418 2.8500
5 C -0.4981 0.6555 1.6540
6 C 0.8627 0.1325 1.0277
7 C 2.2746 0.5290 1.5867
8 C 3.6444 -0.0642 0.9484
9 C 4.0368 -1.3719 1.8400
10 C 4.4567 -2.6517 0.9585
11 C 5.1286 -1.0350 2.9968
12 C 2.3777 1.5040 2.8135
13 O 3.6056 1.9252 3.4327
14 C 4.3264 2.8224 2.5742
15 N 5.2106 3.2197 1.8377
16 C 0.6779 -0.8621 -0.2312
17 O 1.5177 -1.7738 -0.4764
18 C -0.6071 -0.7586 -1.1893
19 C -0.6274 -1.1254 -2.6992
20 C 0.7214 -1.6272 -3.4532
21 C 1.7787 -0.4095 -3.6496
22 O 1.0316 0.7652 -4.0433
23 C 2.7339 -0.8666 -4.8908
24 N 3.4187 0.3211 -5.5269
25 C -1.9053 -1.0126 -3.5795
26 C -3.2608 -0.5543 -2.9371
27 I -4.9920 -0.4659 -4.2349
28 C -3.2307 -0.1880 -1.4188
29 C -4.6337 0.2788 -0.7480
30 C -5.2146 -1.0699 -0.0333
31 O -4.4505 -2.0868 0.0665
32 N -6.5921 -1.2086 0.4663
33 C -7.4045 0.0306 0.2810
34 C -7.1651 -2.3694 -0.3319
35 C -1.9527 -0.2529 -0.5222
36 C -1.9011 0.1536 1.0204
37 O -2.9176 0.1461 1.7922
38 H -0.0882 5.0099 4.2110
39 H 1.1781 4.6569 2.8988
40 H 1.6913 5.3602 4.5332
41 H 2.1688 3.0685 5.1425
42 H 0.2945 2.8733 5.3553
43 H -1.3093 2.0889 3.3557
44 H 4.5165 0.6772 1.0083
45 H 3.5217 -0.3283 -0.1669
46 H 3.0694 -1.6699 2.4056
47 H 5.0876 -3.3540 1.6333
48 H 5.0834 -2.4056 0.0295
49 H 3.5025 -3.2567 0.7094
50 H 4.6813 -1.2992 4.0287
51 H 5.4459 0.0685 3.0115
52 H 6.0753 -1.6967 2.9022
53 H 0.4060 -2.0253 -4.4957
54 H 1.1558 -2.4949 -2.8412
55 H 2.3745 -0.2761 -2.6741
56 H 0.9084 1.3856 -3.2933
57 H 2.0882 -1.3903 -5.6915
58 H 3.5122 -1.6522 -4.5498
59 H 4.3046 0.0170 -5.9610
60 H 3.5903 1.0473 -4.8133
61 H -1.8288 -1.2698 -4.6945
62 H -5.3954 0.6401 -1.5203
63 H -4.4886 1.0944 0.0465
64 H -7.6778 0.2711 -0.8079
65 H -8.3544 -0.1024 0.9323
66 H -6.8608 0.9443 0.7243
67 H -8.3054 -2.3414 -0.3957
68 H -6.8825 -3.3907 0.1275
69 H -6.6767 -2.3739 -1.3858